Record 1
# C4H6F2O

2 unconnected molecules or ions with the total composition C4H6F2O (wB97M-V/def2-TZVPD, OMol25).

Calculated values
SMILES = C=C(C)F.O=CF
Total energy = -430.958947 a.u.
ΔE to the lowest compared entry with this formula, charge and spin = 65.4 kJ/mol

```
! RIJCOSX wB97M-V def2-TZVPD def2/J DEFGRID3
* xyz 0 1
C -1.05 0.35 0.92
C 0.13 -0.25 0.89
C 0.46 -1.60 0.35
F 1.21 0.38 1.42
H -1.92 -0.13 0.51
H -1.17 1.32 1.36
H -0.19 -1.84 -0.48
H 0.34 -2.35 1.12
H 1.50 -1.62 0.02
O -0.71 0.88 -2.19
C 0.16 1.35 -1.56
F 0.07 2.57 -1.00
H 1.17 0.94 -1.37
*
```

***

Record 2
# C10H14N2O2S

2 unconnected molecules or ions with the total composition C10H14N2O2S (wB97M-V/def2-TZVPD, OMol25).

Calculated values
SMILES = [H]/N=C(\NCC=C)C(=C)SCC=C.O=C=O
Total energy = -1047.514076 a.u.
ΔE to the lowest compared entry with this formula, charge and spin = 352.6 kJ/mol

```
! RIJCOSX wB97M-V def2-TZVPD def2/J DEFGRID3
* xyz 0 1
H -0.12 -1.20 -2.34
N 0.79 -1.01 -1.95
C 0.68 -0.83 -0.71
N -0.33 -0.81 0.15
C -1.72 -0.94 -0.28
C -2.35 -2.27 0.14
C -3.33 -2.25 1.05
C 2.12 -0.72 0.09
C 3.26 -1.23 -0.37
S 2.18 0.16 1.67
C 1.79 1.90 1.16
C 2.95 2.51 0.46
C 2.83 2.48 -0.88
H 0.00 -0.39 1.00
H -2.43 -0.09 0.04
H -1.87 -0.77 -1.30
H -1.90 -3.28 -0.18
H -3.84 -3.11 1.38
H -3.80 -1.44 1.53
H 4.23 -1.16 0.14
H 3.16 -1.59 -1.32
H 0.88 1.66 0.63
H 1.39 2.16 2.17
H 3.65 2.82 1.17
H 3.59 2.82 -1.62
H 2.07 1.88 -1.40
O -4.75 1.19 0.92
C -4.65 1.60 -0.14
O -4.45 1.89 -1.23
*
```

***

Record 3
# C6H13O2

2 unconnected molecules or ions with the total composition C6H13O2 (wB97M-V/def2-TZVPD, OMol25).

Calculated values
Total energy = -386.906473 a.u.
ΔE to the lowest compared entry with this formula, charge and spin = 139.3 kJ/mol

```
! RIJCOSX wB97M-V def2-TZVPD def2/J DEFGRID3
* xyz -1 1
C 0.29 -1.90 -1.46
C 1.52 -0.95 -1.63
C -0.22 -1.75 0.00
H -0.45 -1.62 -2.23
H 0.76 -2.85 -1.71
H 1.62 -0.54 -2.66
H 2.46 -1.52 -1.54
H -1.16 -1.17 0.07
H -0.55 -2.75 0.30
H 1.67 -0.14 -0.94
H 0.51 -1.19 0.55
C -0.14 1.98 1.42
C -0.54 1.89 -0.01
C -1.19 0.94 2.31
O -1.79 0.06 1.66
O -1.44 1.43 3.42
H 0.89 1.67 1.66
H -0.18 2.95 1.93
H -1.54 2.29 -0.27
H -0.72 0.82 -0.20
H 0.21 2.35 -0.67
*
```

***

Here are the calculated LUMO energy numbers, same order: 0.035; 0.010; 0.135 (Eh).